Entry 1:
Molecular formula: C25H48NO7PS2
Method: DFT, ωB97M-V/def2-TZVPD

```
84
C25H48NO7PS2 | OMol25 | ωB97M-V/def2-TZVPD
C 0.798 -2.980 -0.247
C 0.345 -2.275 -1.125
C -0.376 -1.237 -2.059
C 0.169 0.198 -1.627
C -0.936 1.220 -1.115
C -0.687 1.685 0.412
C -1.869 2.709 0.720
C -2.413 2.733 2.208
C -3.706 1.857 2.477
C -4.845 2.021 1.410
O -5.123 1.062 0.721
O -5.575 3.206 1.203
C -5.223 3.828 -0.057
C -6.475 4.592 -0.684
O 0.639 2.192 0.424
C 1.016 3.034 1.493
C 1.431 2.323 2.852
C 1.249 3.298 4.129
C 0.072 2.854 5.108
S -1.250 4.147 5.299
C 2.353 3.771 0.975
N 1.947 4.422 -0.317
O 3.396 2.857 0.642
O 2.795 4.784 1.865
P -0.924 0.054 1.405
S -2.364 -1.066 0.736
H 1.324 -3.264 0.695
H -0.141 -1.478 -3.138
H -1.491 -1.303 -1.952
H 0.668 0.656 -2.540
H 1.015 0.054 -0.886
H -0.781 2.176 -1.714
H -1.996 0.909 -1.300
H -1.440 3.746 0.527
H -2.672 2.576 -0.063
H -1.621 2.432 2.946
H -2.703 3.807 2.427
H -4.141 2.231 3.463
H -3.500 0.760 2.655
H -4.369 4.571 0.060
H -4.881 3.090 -0.835
H -6.239 5.648 -0.991
H -6.828 4.054 -1.615
H -7.346 4.592 0.028
H 0.331 3.886 1.758
H 2.530 2.035 2.878
H 0.861 1.389 3.105
H 0.968 4.327 3.740
H 2.229 3.457 4.672
H 0.531 2.705 6.129
H -0.401 1.895 4.745
H -1.031 5.068 4.296
H 2.318 5.379 -0.311
H 2.450 3.924 -1.061
H 3.137 1.931 0.804
H 3.755 4.865 1.672
H 0.349 -0.626 1.419
H -1.212 0.317 2.788
C 4.739 -5.253 2.182
C 4.763 -6.375 1.164
C 3.286 -6.665 0.983
O 2.589 -5.431 1.201
C 3.501 -4.480 1.768
H 5.642 -4.642 2.184
H 4.604 -5.666 3.187
H 5.192 -6.014 0.224
H 5.333 -7.248 1.485
H 2.929 -7.388 1.724
H 3.052 -7.046 -0.014
H 3.736 -3.739 0.996
H 3.024 -3.970 2.608
C 0.126 -4.926 -5.578
C 0.063 -4.700 -7.076
C -0.070 -3.190 -7.161
O 0.615 -2.650 -6.023
C 0.915 -3.717 -5.112
H 0.591 -5.872 -5.296
H -0.883 -4.901 -5.156
H 1.002 -5.019 -7.540
H -0.756 -5.228 -7.567
H -1.118 -2.879 -7.101
H 0.362 -2.781 -8.076
H 1.993 -3.904 -5.159
H 0.657 -3.415 -4.095
```

Results
energy: -73479.4128 eV
SMILES string: C#CCCC[C@](CCCC(=O)OCC)(O[C@@H](CCCS)C(N)(O)O)[PH2]=S.C1CCOC1.C1CCOC1
molecular weight: 569.77 g/mol
largest force on an atom: 2.97 eV/Å

Entry 2:
Molecular formula: C25H49BrFIN4O11PS5
Method: DFT, ωB97M-V/def2-TZVPD

```
98
C25H49BrFIN4O11PS5 | OMol25 | ωB97M-V/def2-TZVPD
C -5.660 -1.542 4.560
C -4.832 -1.535 3.144
C -5.087 -2.856 2.192
Br -5.562 -4.369 3.413
N -3.771 -3.071 1.419
C -2.912 -4.305 1.583
N -1.659 -4.259 0.735
C -1.884 -2.896 0.067
N -0.866 -2.541 -0.785
F 0.191 -3.424 -0.872
N -3.170 -2.210 0.471
P -3.769 -0.640 -0.146
O -5.537 -0.552 -0.012
I -3.389 -0.431 -2.603
H -6.795 -1.834 4.469
H -5.081 -2.214 5.354
H -5.650 -0.441 5.017
H -3.684 -1.527 3.423
H -5.044 -0.529 2.582
H -5.990 -2.732 1.439
H -3.012 -5.261 2.252
H -0.889 -1.621 -1.278
H -5.890 -1.226 -0.693
C 3.641 0.184 -1.611
C 3.155 1.603 -1.321
C 1.745 1.732 -1.896
S 1.042 0.091 -1.868
O 0.831 -0.344 -3.233
O -0.005 0.038 -0.867
C 2.488 -0.733 -1.230
H 4.548 -0.057 -1.051
H 3.865 0.081 -2.680
H 3.127 1.764 -0.236
H 3.826 2.356 -1.747
H 1.126 2.404 -1.296
H 1.767 2.074 -2.935
H 2.571 -1.731 -1.663
H 2.382 -0.801 -0.143
C 8.712 -2.697 -0.646
C 7.824 -3.538 0.270
C 6.521 -2.768 0.479
S 6.295 -1.764 -0.981
O 6.392 -0.370 -0.602
O 5.180 -2.283 -1.748
C 7.813 -2.238 -1.784
H 9.569 -3.267 -1.015
H 9.094 -1.829 -0.095
H 7.610 -4.500 -0.212
H 8.314 -3.752 1.225
H 5.669 -3.442 0.592
H 6.585 -2.100 1.343
H 8.222 -1.392 -2.339
H 7.588 -3.063 -2.466
C -4.595 -1.782 -6.654
C -5.080 -0.363 -6.363
C -6.490 -0.234 -6.939
S -7.194 -1.876 -6.910
O -7.404 -2.310 -8.275
O -8.240 -1.929 -5.909
C -5.747 -2.699 -6.273
H -3.687 -2.024 -6.093
H -4.371 -1.885 -7.723
H -5.109 -0.202 -5.279
H -4.410 0.390 -6.789
H -7.109 0.437 -6.339
H -6.468 0.108 -7.977
H -5.664 -3.697 -6.706
H -5.853 -2.767 -5.186
C 9.104 3.147 -1.094
C 9.103 4.599 -0.619
C 7.679 5.131 -0.775
S 6.598 3.716 -0.623
O 5.937 3.503 -1.893
O 5.868 3.806 0.626
C 7.889 2.500 -0.447
H 10.029 2.630 -0.818
H 9.011 3.114 -2.186
H 9.398 4.638 0.436
H 9.816 5.209 -1.182
H 7.435 5.860 0.001
H 7.522 5.572 -1.763
H 7.591 1.567 -0.929
H 8.051 2.337 0.623
C -4.899 3.582 6.959
C -6.228 4.334 6.903
C -7.315 3.320 6.554
S -6.744 1.743 7.170
O -6.507 0.866 6.042
O -7.560 1.349 8.300
C -5.171 2.325 7.772
H -4.108 4.188 7.409
H -4.584 3.312 5.944
H -6.438 4.777 7.884
H -6.200 5.150 6.174
H -8.267 3.571 7.027
H -7.449 3.233 5.472
H -4.411 1.553 7.638
H -5.286 2.560 8.834
```

Results
energy: -199513.4560 eV
molecular weight: 998.80 g/mol
charge: +1
largest force on an atom: 8.65 eV/Å

Entry 3:
Molecular formula: C25H49F3N7O4PSi2
Method: DFT, ωB97M-V/def2-TZVPD

```
91
C25H49F3N7O4PSi2 | OMol25 | ωB97M-V/def2-TZVPD
C 6.182 1.093 0.727
N 5.764 -0.334 0.550
C 6.516 -1.219 1.496
C 5.941 -0.792 -0.846
O 7.007 -0.430 -1.417
C 4.857 -1.696 -1.616
Si 4.137 -0.639 -3.039
O 2.541 -0.024 -2.756
Si 2.258 0.422 -1.122
C 1.884 2.326 -0.929
F 0.703 2.732 -1.565
F 1.773 2.571 0.477
F 3.039 3.007 -1.420
P 0.414 -0.688 -0.507
N -0.393 -1.198 -1.777
O 0.850 -1.984 0.537
O -0.573 0.394 0.362
H 5.360 1.596 1.358
H 7.182 1.097 1.295
H 6.239 1.687 -0.238
H 6.013 -2.247 1.491
H 6.422 -0.770 2.536
H 7.617 -1.314 1.171
H 4.093 -2.152 -0.911
H 5.452 -2.563 -2.074
H 5.086 0.415 -3.461
H 4.030 -1.537 -4.213
H 3.359 0.151 -0.202
H 0.099 -0.939 -2.647
H 1.290 -1.538 1.296
H -0.246 0.371 1.292
C -2.119 -4.577 1.765
C -2.873 -4.334 3.068
C -2.524 -2.991 3.712
C -1.061 -2.942 4.035
N 0.086 -2.904 4.285
H -1.042 -4.619 1.926
H -2.419 -5.531 1.324
H -2.327 -3.786 1.038
H -2.650 -5.149 3.763
H -3.945 -4.366 2.870
H -3.097 -2.857 4.633
H -2.769 -2.166 3.038
C 0.568 5.296 -3.430
C -0.676 4.769 -4.135
C -0.729 5.157 -5.615
C -0.746 6.650 -5.750
N -0.760 7.819 -5.854
H 0.600 6.388 -3.430
H 0.578 4.973 -2.388
H 1.479 4.924 -3.911
H -1.562 5.149 -3.621
H -0.698 3.679 -4.050
H -1.630 4.747 -6.079
H 0.138 4.759 -6.149
C -8.585 -5.222 2.724
C -8.756 -4.021 3.648
C -7.506 -3.140 3.717
C -6.349 -3.935 4.242
N -5.444 -4.559 4.653
H -7.795 -5.891 3.075
H -9.509 -5.805 2.684
H -8.340 -4.903 1.707
H -9.013 -4.378 4.650
H -9.598 -3.418 3.296
H -7.682 -2.289 4.378
H -7.254 -2.753 2.726
C 1.100 -6.028 1.703
C 1.460 -7.022 0.604
C 2.756 -6.651 -0.119
C 2.603 -5.305 -0.759
N 2.483 -4.247 -1.247
H 0.919 -5.029 1.299
H 0.187 -6.342 2.213
H 1.898 -5.959 2.448
H 0.636 -7.073 -0.113
H 1.567 -8.018 1.042
H 2.985 -7.391 -0.889
H 3.594 -6.622 0.582
C -0.077 9.481 0.007
C -0.517 9.965 -1.370
C -1.891 9.430 -1.779
C -1.861 7.933 -1.831
N -1.838 6.761 -1.873
H 0.031 8.394 0.037
H 0.893 9.910 0.269
H -0.798 9.777 0.776
H 0.232 9.664 -2.109
H -0.546 11.059 -1.371
H -2.167 9.814 -2.764
H -2.655 9.748 -1.065
```

Results
energy: -78537.1310 eV
molecular weight: 655.85 g/mol
largest force on an atom: 4.11 eV/Å

Q: Number 1 is which compound?
A: C25H48NO7PS2